{"formula": "C28H38CuN6O3S5", "method": "ωB97M-V with the def2-TZVPD basis set", "orbital_gap_ha": [0.2642, 0.2130], "s2": 0.76, "energy_ha": -5275.45845, "de_lowest_ev": 0.210, "spin_multiplicity": 2, "species": ["Cu", "C", "N", "C", "C", "N", "C", "C", "C", "C", "C", "C", "N", "C", "N", "C", "C", "N", "C", "C", "N", "C", "C", "H", "H", "H", "H", "H", "H", "H", "H", "H", "H", "H", "H", "H", "H", "H", "H", "H", "H", "H", "H", "H", "H", "H", "H", "H", "H", "H", "H", "S", "S", "S", "S", "O", "S", "C", "C", "C", "C", "C", "C", "C", "C", "C", "C", "C", "C", "H", "H", "H", "H", "H", "H", "H", "H", "H", "H", "O", "O"], "xyz": [[-0.14130, 2.45752, -1.36110], [-3.04703, 1.04854, -0.93239], [-2.69373, 1.33298, 0.50788], [-3.81060, 1.94678, 1.22904], [-1.42360, 1.41978, 1.01770], [-0.40330, 0.93976, 0.36847], [0.85100, 0.76967, 0.96535], [1.04301, 0.21704, 2.23034], [2.31686, -0.04265, 2.71970], [3.42364, 0.26253, 1.93894], [3.24615, 0.81291, 0.67637], [1.97167, 1.05284, 0.16414], [1.76072, 1.67365, -1.07744], [2.60131, 1.43284, -2.05406], [3.12736, 0.18804, -2.27910], [2.37873, -0.99167, -1.89160], [4.49530, -0.03021, -2.70121], [2.96113, 2.43205, -2.89709], [3.20842, 2.22075, -4.31397], [2.70610, 3.81415, -2.51480], [-1.31472, 2.10133, 2.23328], [-1.89506, 1.58916, 3.45546], [-0.25698, 3.08119, 2.40838], [-3.77962, 0.23610, -0.91424], [-1.57976, -0.11922, -1.47030], [-3.05276, 2.87774, -1.52246], [-4.67536, 1.94340, 0.57592], [-3.59308, 2.98308, 1.49140], [-4.06525, 1.39288, 2.13264], [0.17116, -0.01769, 2.82970], [2.44313, -0.47151, 3.70698], [4.42505, 0.08808, 2.31351], [4.11517, 1.07866, 0.08240], [1.33804, -0.72099, -1.73119], [2.78175, -1.44660, -0.98061], [2.42126, -1.72374, -2.70264], [5.00685, 0.92150, -2.82227], [4.54805, -0.58087, -3.64615], [5.02508, -0.61263, -1.93873], [3.15486, 1.16334, -4.55350], [4.19290, 2.60331, -4.59574], [2.44816, 2.74339, -4.90089], [2.75104, 3.90597, -1.43358], [1.72259, 4.15093, -2.84755], [3.47618, 4.44088, -2.96870], [-2.45316, 0.67442, 3.26618], [-2.56081, 2.31876, 3.92826], [-1.09700, 1.34585, 4.16874], [0.11971, 3.39991, 1.43644], [0.57657, 2.69653, 3.00497], [-0.67303, 3.95813, 2.91259], [-0.29731, 2.21782, -3.85693], [-1.04826, 3.90478, -4.45545], [-0.94024, 5.30741, -2.91839], [-1.30319, 4.35406, -1.14286], [-1.09188, -1.83565, -1.23902], [-0.45813, -2.18394, 0.07758], [-0.27059, -3.96502, 0.04006], [0.58892, -4.56594, 0.94703], [0.73003, -5.94631, 0.92615], [0.02852, -6.70119, -0.00518], [-0.81071, -6.08059, -0.92175], [-0.96442, -4.70131, -0.90635], [-1.78081, -2.13102, 1.28895], [-3.08614, -2.00900, 0.84512], [-4.11054, -1.94070, 1.78027], [-3.82162, -2.00270, 3.13711], [-2.50615, -2.13351, 3.56711], [-1.47491, -2.19007, 2.64081], [1.14843, -3.96363, 1.65579], [1.39651, -6.43115, 1.62890], [0.14529, -7.77776, -0.02272], [-1.34616, -6.67198, -1.65443], [-1.59902, -4.18872, -1.61866], [-3.28203, -1.96128, -0.21973], [-5.13690, -1.83866, 1.44776], [-4.62377, -1.94895, 3.86326], [-2.28193, -2.18021, 4.62614], [-0.44451, -2.28130, 2.96744], [-1.95580, 0.74845, -1.71693], [-3.69549, 2.13946, -1.47456]], "forces_ev_per_angstrom": [[0.2, -0.1, -0.2], [0.1, 0.0, -0.1], [0.0, 0.2, 0.0], [0.1, 0.0, 0.0], [0.0, -0.1, 0.1], [-0.1, 0.2, 0.0], [0.0, 0.0, 0.0], [0.0, 0.0, 0.0], [0.0, 0.0, 0.0], [0.0, 0.0, 0.0], [0.1, 0.0, 0.1], [0.0, 0.0, 0.0], [0.2, 0.1, 0.2], [0.1, 0.0, 0.0], [0.0, 0.1, -0.2], [0.1, 0.0, 0.0], [0.0, 0.0, 0.0], [-0.1, 0.0, 0.0], [0.0, 0.0, 0.0], [0.1, -0.1, 0.0], [0.0, 0.0, 0.0], [0.0, 0.0, 0.0], [0.0, 0.0, 0.0], [0.0, 0.0, 0.0], [0.1, -0.1, 0.0], [0.0, 0.0, 0.0], [0.0, 0.0, 0.0], [0.0, 0.0, 0.0], [0.0, 0.0, 0.0], [0.1, 0.0, 0.0], [0.0, 0.0, 0.0], [0.0, 0.0, 0.0], [-0.1, 0.0, 0.0], [0.0, 0.0, 0.0], [0.0, 0.0, 0.0], [0.0, 0.0, 0.0], [0.0, 0.0, 0.0], [0.0, 0.0, 0.0], [0.0, 0.0, 0.0], [0.0, 0.0, 0.0], [0.0, 0.0, 0.0], [0.0, 0.0, 0.0], [0.0, 0.0, 0.0], [-0.1, 0.0, 0.0], [0.0, 0.0, 0.0], [0.0, 0.0, 0.0], [0.0, 0.0, 0.0], [0.0, 0.0, 0.0], [0.0, 0.0, 0.0], [0.0, 0.0, 0.0], [0.0, 0.0, 0.0], [0.0, -0.1, 0.0], [0.0, 0.1, 0.0], [-0.1, -0.1, 0.2], [0.1, 0.2, -0.1], [0.1, 0.0, 0.2], [0.0, 0.1, -0.2], [0.0, 0.0, 0.0], [0.0, 0.0, 0.0], [0.0, 0.0, 0.0], [0.0, 0.0, 0.0], [0.0, 0.0, 0.0], [0.0, 0.0, 0.0], [0.0, 0.0, 0.0], [0.0, 0.1, 0.0], [0.0, 0.0, 0.0], [0.0, 0.0, 0.0], [0.0, 0.0, 0.0], [0.0, 0.0, 0.0], [0.0, 0.0, 0.0], [0.0, 0.0, 0.0], [0.0, 0.0, 0.0], [0.0, 0.0, 0.0], [0.0, 0.0, 0.0], [0.0, 0.0, 0.0], [0.0, 0.0, 0.0], [0.0, 0.0, 0.0], [0.0, 0.0, 0.0], [0.0, 0.0, 0.0], [-0.5, -0.1, 0.0], [0.0, -0.1, 0.1]], "mulliken_charge": [0.24, -0.61, 1.36, -1.28, -0.74, 1.59, -0.66, -0.31, -1.11, -1.12, -0.07, -0.38, 0.36, 0.06, 0.51, -0.99, -1.33, 0.27, -1.22, -0.89, 0.62, -0.97, -0.89, 0.26, 0.28, 0.34, 0.51, 0.28, 0.33, 0.61, 0.48, 0.42, 0.48, -0.05, 0.30, 0.58, 0.40, 0.35, 0.37, 0.38, 0.32, 0.40, 0.24, 0.13, 0.36, 0.14, 0.23, 0.36, 0.11, 0.27, 0.37, -0.06, 0.02, -0.12, -0.37, -1.06, 1.11, -0.02, -0.24, -0.76, -0.43, -0.82, -0.18, 0.48, -0.27, -0.82, -0.45, -0.78, -0.38, 0.43, 0.40, 0.38, 0.40, 0.45, 0.63, 0.44, 0.41, 0.43, 0.23, -0.16, -0.64]}


{"formula": "C4H8N2", "method": "ωB97M-V with the def2-TZVPD basis set", "orbital_gap_ha": 0.3481, "energy_ha": -266.61614, "de_lowest_ev": 2.881, "species": ["C", "N", "C", "C", "C", "N", "H", "H", "H", "H", "H", "H", "H", "H"], "xyz": [[1.56902, 0.45806, -0.03485], [1.62732, -1.02391, 0.12656], [0.66766, -1.08565, -0.92629], [0.59893, 0.22653, -1.17015], [-2.18717, 0.17072, 0.53694], [-1.31036, 0.45806, 1.40536], [2.53562, 0.88080, -0.32253], [1.18786, 0.96449, 0.85407], [1.29209, -1.33928, 1.03568], [0.23548, -1.98488, -1.35445], [0.13376, 0.86243, -1.90966], [-2.38861, -0.87817, 0.31491], [-2.76921, 0.90094, -0.03704], [-1.21047, 1.47259, 1.47903]], "forces_ev_per_angstrom": [[0.1, 0.4, 0.0], [0.0, -0.2, 0.1], [-0.2, 0.0, -0.2], [0.1, 0.0, 0.0], [0.2, 0.0, 0.2], [-0.4, 0.1, -0.2], [-0.1, 0.0, 0.1], [0.0, 0.0, -0.1], [0.0, 0.0, -0.2], [0.1, 0.1, 0.1], [0.1, -0.1, 0.0], [0.0, 0.1, 0.1], [0.1, 0.0, 0.1], [0.0, -0.1, 0.1]], "mulliken_charge": [-0.23, -0.46, -0.43, -0.37, -0.30, -0.49, 0.23, 0.19, 0.29, 0.40, 0.39, 0.29, 0.25, 0.24]}